(1)
The following is a DFT calculation (ωB97M-V/def2-TZVPD) of a molecular structure, C25H23I2N3O2PdS at a distorted geometry.

Its total energy is -65377.1673 eV. The value obtained for the highest occupied orbital energy (alpha / beta) is -7.356 / -7.360 eV. The energy relative to the best compared isomer or geometry (same formula, charge and spin) comes out at 62.7 kcal per mole. The frontier orbital gap (alpha / beta) is 6.43 / 6.44 eV. The value obtained for the lowest unoccupied orbital energy (alpha / beta) is -0.93 / -0.92 eV.

Structure (XYZ):
```
57
Properties=species:S:1:pos:R:3:forces:R:3
Pd 0.400 0.106 -0.361 0.76 0.88 -0.12
C -1.041 -2.282 0.195 0.02 0.10 -0.12
N 0.152 -2.015 -0.640 -0.11 0.44 0.41
C 0.624 -3.036 -1.239 0.43 -0.37 -0.44
C 1.713 -3.120 -2.165 -0.20 0.21 0.00
C 2.063 -4.236 -2.901 0.23 -0.31 -0.28
C 3.124 -3.864 -3.754 -0.21 -0.18 0.15
C 3.385 -2.532 -3.500 -0.38 0.11 0.26
N 2.512 -2.086 -2.564 0.02 -0.86 -0.47
C -2.322 -1.821 -0.466 0.05 -0.03 -0.02
C -2.384 -0.624 -1.173 -0.08 -0.03 0.12
C -3.571 -0.190 -1.743 -0.03 -0.02 0.02
C -4.722 -0.958 -1.616 0.04 0.00 0.02
C -4.672 -2.157 -0.919 0.07 0.02 -0.01
C -3.478 -2.586 -0.352 -0.07 0.00 0.02
H -0.900 -1.756 1.140 -0.02 0.02 0.07
H -1.122 -3.349 0.418 0.07 -0.02 -0.02
H 0.142 -4.000 -1.061 -0.01 0.02 -0.05
H 1.583 -5.200 -2.832 0.04 0.00 -0.02
H 3.638 -4.485 -4.468 -0.01 -0.01 0.01
H 4.126 -1.874 -3.925 -0.01 0.01 0.05
H -1.486 -0.013 -1.295 -0.15 0.04 -0.18
H -3.594 0.746 -2.287 0.00 -0.02 0.01
H -5.650 -0.625 -2.063 0.02 -0.01 0.01
H -5.562 -2.767 -0.822 0.02 0.01 0.00
H -3.444 -3.528 0.185 0.00 0.03 -0.02
I -0.624 5.031 1.214 -0.04 0.15 0.01
C 1.119 4.088 0.594 0.08 -0.08 -0.11
C 2.326 4.813 0.631 -0.09 -0.08 0.00
C 3.502 4.262 0.196 -0.12 -0.09 -0.04
I 5.237 5.407 0.291 0.10 0.07 0.02
C 3.520 2.941 -0.316 -0.08 0.02 0.05
C 4.665 2.246 -0.805 0.24 -0.02 -0.10
C 4.557 0.976 -1.278 -0.30 0.53 0.26
C 3.278 0.338 -1.258 1.12 -1.66 -0.93
N 2.277 0.951 -0.814 -1.93 0.42 0.91
C 2.304 2.249 -0.329 -0.07 0.11 0.05
C 1.063 2.785 0.114 1.00 0.57 -0.08
O 0.000 2.050 0.022 -0.42 -0.68 0.01
H 2.316 5.824 1.014 -0.02 -0.01 0.00
H 5.625 2.749 -0.803 -0.03 0.06 0.04
H 5.423 0.450 -1.654 -0.03 -0.03 -0.01
H 2.613 -1.200 -2.074 0.44 0.93 0.40
O 0.050 -0.080 2.109 -0.30 0.13 0.31
S -0.437 1.161 2.837 0.32 -0.07 -0.37
C -2.022 1.610 2.058 -0.21 -0.13 0.12
C -3.134 1.388 3.084 0.12 0.01 -0.02
C -2.682 0.205 3.938 0.03 0.01 -0.03
C -1.253 0.557 4.333 -0.11 -0.04 0.08
H -2.089 0.905 1.226 -0.05 0.04 0.02
H -1.941 2.617 1.657 -0.09 -0.14 0.05
H -4.092 1.219 2.592 -0.01 -0.03 -0.02
H -3.241 2.272 3.719 -0.03 0.00 -0.02
H -2.683 -0.712 3.341 -0.01 0.01 0.01
H -3.317 0.040 4.808 0.00 0.01 0.02
H -0.642 -0.266 4.700 -0.02 -0.01 0.03
H -1.231 1.376 5.058 0.00 -0.04 -0.02
```
Forces are in eV/Å.

=====

(2)
The following is a DFT calculation (ωB97M-V/def2-TZVPD) of a molecular structure, C25H23MnN3O9S3 at a distorted geometry.

Its total energy is -113020.0821 eV. The value obtained for the highest occupied orbital energy (alpha / beta) is -5.329 / -5.605 eV. The energy relative to the best compared isomer or geometry (same formula, charge and spin) comes out at 132.7 kcal per mole. The frontier orbital gap (alpha / beta) is 7.71 / 7.89 eV. The value obtained for the lowest unoccupied orbital energy (alpha / beta) is 2.38 / 2.29 eV. The multiplicity is 5. Its charge is -1.

Structure (XYZ):
```
64
Properties=species:S:1:pos:R:3:forces:R:3
Mn -0.708 -0.115 -0.290 -1.37 -0.58 -0.53
O -2.542 3.145 0.014 0.26 0.36 0.26
S -2.689 2.285 -1.115 -0.22 -0.79 -0.84
O -3.842 2.504 -1.970 -0.03 -0.02 0.27
N -2.567 0.711 -0.718 -0.21 0.22 -0.38
C -3.696 -0.121 -0.769 0.80 -0.86 0.49
C -5.020 0.224 -0.660 -0.80 -1.67 -0.37
C -6.038 -0.812 -0.668 1.87 0.64 -0.01
C -5.719 -2.143 -0.713 -1.07 0.01 0.11
C -4.382 -2.532 -0.771 1.24 0.02 -0.12
C -3.934 -3.875 -0.843 -0.44 0.31 -0.09
C -2.626 -4.155 -0.975 0.73 0.76 0.09
C -1.689 -3.100 -0.925 -0.45 0.12 0.08
N -2.018 -1.839 -0.824 -1.61 0.06 0.03
C -3.385 -1.549 -0.799 1.15 1.46 0.01
C -1.321 2.554 -2.271 0.47 -1.55 -0.57
C -1.072 1.655 -3.271 -0.31 1.14 1.17
C -0.117 1.983 -4.356 -1.51 -0.70 0.90
C 0.422 3.350 -4.387 0.11 1.91 -0.52
C 0.011 4.276 -3.321 -0.18 0.19 0.71
C -0.703 3.851 -2.258 0.04 0.28 -0.69
H -5.306 1.245 -0.629 -0.25 0.58 0.08
H -7.037 -0.469 -0.636 -0.98 0.08 0.08
H -6.455 -2.952 -0.697 -0.03 0.49 -0.03
H -4.638 -4.672 -0.813 -0.67 -0.48 -0.02
H -2.221 -5.131 -1.083 -0.01 -0.76 0.01
H -0.647 -3.296 -0.932 0.82 -0.30 -0.10
H -1.634 0.732 -3.292 -0.08 -0.08 -0.20
H -0.255 1.418 -5.244 0.08 -0.39 -0.87
H 0.737 3.848 -5.321 -0.18 -0.57 0.33
H 0.270 5.336 -3.380 0.12 -0.37 -0.12
H -0.965 4.508 -1.450 -0.03 0.26 0.20
C 1.280 -1.673 5.973 1.18 -0.05 0.39
C 1.972 -1.328 4.686 1.01 0.77 -0.54
C 1.290 -0.817 3.572 -0.74 0.03 0.32
C 1.991 -0.421 2.448 1.15 0.30 -1.37
C 3.393 -0.516 2.402 -1.41 -0.16 -0.01
C 4.086 -0.939 3.525 0.44 0.13 -0.66
C 3.413 -1.351 4.640 -1.66 -0.27 0.60
S 4.209 -0.225 0.846 0.76 2.22 1.80
O 4.117 1.389 0.814 0.17 0.27 -0.04
O 5.575 -0.592 1.072 0.44 -0.21 0.05
N 3.462 -0.605 -0.352 -1.19 -1.30 -1.37
C 3.079 -2.010 -0.446 0.42 -0.09 -0.23
C 1.569 -2.220 -0.535 0.05 -0.22 -0.75
O 1.163 -3.305 -0.944 0.62 -0.58 0.09
O 0.825 -1.237 -0.247 0.37 0.21 0.30
H 0.233 -1.429 6.016 -0.40 -0.06 -0.26
H 1.786 -1.092 6.761 -0.27 -0.23 -0.06
H 1.463 -2.727 6.206 -0.31 0.06 0.07
H 0.176 -0.678 3.529 1.19 -0.31 0.37
H 1.521 -0.023 1.534 -0.25 -0.20 0.69
H 5.157 -0.906 3.486 0.38 -0.24 0.08
H 4.000 -1.703 5.492 -0.37 0.13 -0.08
H 3.474 -2.572 0.405 -0.28 -0.31 0.12
H 3.543 -2.495 -1.319 -0.28 0.29 0.15
C 2.484 3.301 0.137 -0.26 -1.29 -0.02
S 3.724 2.236 -0.651 -0.33 0.13 -0.28
O 4.838 3.141 -0.971 -0.19 -0.35 0.45
O 1.200 2.246 -4.005 1.35 -0.25 0.38
O -0.062 1.155 0.496 0.45 0.90 0.35
H 2.440 4.145 -0.511 -0.15 0.65 -0.59
H 2.884 3.595 1.082 0.18 0.19 0.72
H 1.497 2.790 0.227 0.68 0.06 -0.04
```
Forces are in eV/Å.

=====

(3)
The following is a DFT calculation (ωB97M-V/def2-TZVPD) of a molecular structure, C25H23N5O2PtS at a distorted geometry.

Its total energy is -51910.4459 eV. The value obtained for the highest occupied orbital energy is -13.633 eV. The energy relative to the best compared isomer or geometry (same formula, charge and spin) comes out at 0.0 kcal per mole. The frontier orbital gap is 5.84 eV. The value obtained for the lowest unoccupied orbital energy is -7.80 eV. Its charge is +2.

Structure (XYZ):
```
57
Properties=species:S:1:pos:R:3:forces:R:3
Pt -0.023 0.126 -0.041 0.99 1.36 1.07
O 1.446 -0.233 -1.379 -0.97 -0.20 -0.60
C 2.738 -0.150 -1.184 0.28 0.18 0.07
C 3.565 -0.169 -2.320 -0.23 0.00 -0.21
C 4.926 -0.026 -2.213 -0.05 -0.05 0.12
C 5.544 0.131 -0.960 0.08 0.02 -0.10
C 4.769 0.115 0.159 0.06 0.00 0.12
C 3.362 -0.038 0.076 -0.03 0.22 -0.04
C 2.634 -0.120 1.277 0.21 -0.23 -0.15
N 1.364 -0.313 1.430 -0.95 0.21 -0.10
C 0.769 -0.420 2.756 -0.05 -0.28 0.38
C -0.397 0.531 2.796 0.08 0.12 0.45
N -1.223 0.146 1.675 -0.06 1.19 -0.91
C -2.499 0.007 1.797 -0.14 -0.11 0.19
C -3.332 -0.636 0.869 -0.08 0.13 -0.54
C -4.734 -0.646 1.061 0.01 0.03 0.12
C -5.546 -1.392 0.260 -0.08 -0.08 -0.06
C -4.960 -2.194 -0.734 0.02 0.08 0.01
C -3.602 -2.198 -0.945 0.23 -0.17 -0.07
C -2.743 -1.387 -0.177 -0.30 0.24 0.13
O -1.472 -1.378 -0.493 1.30 -0.79 0.02
H 3.075 -0.282 -3.278 0.09 -0.01 -0.04
H 5.533 -0.038 -3.109 -0.02 0.01 -0.01
H 6.615 0.254 -0.886 0.00 -0.03 -0.02
H 5.236 0.207 1.133 -0.08 -0.01 0.03
H 3.227 -0.042 2.187 -0.14 -0.23 0.10
H 0.417 -1.446 2.884 -0.02 0.02 0.08
H 1.477 -0.193 3.554 0.22 -0.02 -0.19
H -0.917 0.458 3.752 -0.18 -0.08 -0.11
H -0.057 1.559 2.668 0.00 0.00 0.16
H -2.962 0.333 2.729 0.17 -0.11 0.12
H -5.162 -0.054 1.862 0.07 -0.01 0.03
H -6.616 -1.394 0.409 0.00 -0.02 -0.01
H -5.592 -2.820 -1.352 0.02 -0.02 0.01
H -3.144 -2.834 -1.692 -0.08 0.00 -0.03
C 1.843 5.163 -0.139 0.09 0.02 0.10
N 0.700 4.656 -0.899 0.10 -0.06 0.02
C 0.018 5.332 -1.892 -0.07 0.08 0.03
C -0.923 4.504 -2.370 -0.02 -0.03 -0.02
N -0.825 3.314 -1.647 -0.08 0.17 0.05
C 0.185 3.429 -0.762 -0.07 -0.04 -0.20
S 0.741 2.359 0.447 0.35 -0.94 0.02
C -1.559 2.152 -1.986 0.00 -0.05 0.04
C -2.822 2.276 -2.514 -0.01 0.10 -0.10
C -3.393 1.162 -3.119 0.01 -0.05 0.01
C -2.658 -0.004 -3.217 0.06 0.08 -0.18
C -1.430 -0.063 -2.583 0.10 0.23 -0.35
N -0.904 0.985 -1.917 -0.77 -0.86 0.58
H 2.035 6.188 -0.438 -0.04 0.00 -0.03
H 2.721 4.552 -0.343 -0.02 -0.01 -0.06
H 1.630 5.133 0.928 -0.07 0.04 -0.01
H 0.252 6.344 -2.175 0.09 -0.02 0.04
H -1.606 4.626 -3.190 -0.04 -0.02 0.04
H -3.343 3.222 -2.475 0.02 0.01 -0.04
H -4.387 1.227 -3.541 0.00 0.01 0.02
H -3.028 -0.863 -3.756 0.01 -0.01 0.00
H -0.826 -0.955 -2.606 -0.02 -0.02 0.07
```
Forces are in eV/Å.

=====

(4)
The following is a DFT calculation (ωB97M-V/def2-TZVPD) of a molecular structure, C25H23N7SYb.

Its total energy is -79073.3609 eV. The value obtained for the highest occupied orbital energy (alpha / beta) is -15.637 / -15.637 eV. The energy relative to the best compared isomer or geometry (same formula, charge and spin) comes out at 5.6 kcal per mole. The frontier orbital gap (alpha / beta) is 6.40 / 5.74 eV. The value obtained for the lowest unoccupied orbital energy (alpha / beta) is -9.24 / -9.90 eV. The multiplicity is 2. Its charge is +3.

Structure (XYZ):
```
57
Properties=species:S:1:pos:R:3:forces:R:3
Yb -0.051 -0.023 -0.167 0.54 -0.14 0.53
C -3.224 -1.063 -2.126 -0.09 -0.08 0.07
C -2.008 -0.188 -2.155 0.01 0.12 -0.17
C -2.054 1.126 -1.647 -0.02 0.02 -0.37
C -0.988 2.011 -1.845 -0.05 -0.20 -0.25
C 0.186 1.575 -2.473 -0.19 0.01 -0.22
C 0.254 0.268 -2.971 -0.25 0.17 -0.10
C -0.837 -0.594 -2.824 -0.11 0.26 0.00
H -3.869 -0.835 -1.279 0.03 -0.03 0.02
H -2.971 -2.122 -2.114 0.01 0.00 0.04
H -3.812 -0.886 -3.031 0.05 0.04 -0.02
H -2.988 1.504 -1.249 0.05 -0.08 0.21
H -1.123 3.060 -1.620 0.09 -0.03 0.25
H 0.964 2.285 -2.726 0.10 -0.04 0.20
H 1.096 -0.030 -3.583 0.11 -0.08 0.17
H -0.833 -1.539 -3.353 0.07 -0.11 0.21
N 2.586 -3.617 -0.379 0.13 0.08 0.14
C 1.738 -4.173 -1.297 -0.30 0.03 -0.19
C 0.735 -3.269 -1.474 0.03 -0.16 -0.08
N 0.962 -2.170 -0.679 0.04 0.43 0.37
C 2.098 -2.419 -0.021 -0.27 -0.20 -0.25
C 2.596 -1.464 0.943 0.01 0.35 0.25
N 1.991 -0.281 1.075 -0.36 -0.21 -0.41
C 2.632 0.367 2.104 0.15 0.08 0.05
C 3.631 -0.424 2.581 -0.14 0.26 0.08
N 3.585 -1.576 1.842 0.07 -0.10 -0.13
H 3.444 -4.049 -0.069 0.02 0.02 0.04
H 1.903 -5.139 -1.743 0.06 0.01 0.04
H -0.126 -3.363 -2.111 0.01 0.01 0.02
H 2.360 1.359 2.422 -0.01 -0.02 -0.01
H 4.349 -0.262 3.367 0.02 -0.05 -0.03
H 4.216 -2.353 1.972 -0.03 -0.05 -0.03
N -1.787 -0.006 3.923 0.03 0.11 -0.02
C -2.302 -1.266 4.336 -0.13 -0.34 0.13
C -2.872 -1.382 5.590 0.02 0.08 0.01
C -3.371 -2.609 6.014 -0.01 0.00 -0.01
C -3.301 -3.710 5.181 0.02 -0.04 -0.05
C -2.739 -3.593 3.912 -0.02 -0.03 0.02
C -2.240 -2.374 3.505 0.06 0.33 -0.35
S -1.524 -2.224 1.875 0.00 -0.20 0.14
N -1.270 -0.521 1.702 0.11 0.01 -0.14
C -1.361 0.313 2.708 -0.07 -0.21 -0.10
C -0.910 1.714 2.458 0.11 0.29 0.08
C -1.036 2.724 3.399 -0.09 -0.12 -0.09
C -0.519 3.983 3.128 0.06 0.09 -0.06
C 0.114 4.201 1.917 -0.03 -0.01 0.03
C 0.187 3.150 1.021 0.03 -0.04 -0.10
N -0.310 1.931 1.266 0.11 -0.27 0.07
H -1.819 0.708 4.632 0.06 0.05 -0.01
H -2.933 -0.520 6.246 0.01 0.00 -0.02
H -3.817 -2.694 6.995 0.01 0.01 0.00
H -3.687 -4.667 5.505 0.00 0.01 0.01
H -2.689 -4.452 3.255 -0.03 0.00 0.00
H -1.545 2.568 4.339 0.01 0.00 0.00
H -0.605 4.780 3.856 -0.03 -0.02 0.00
H 0.538 5.161 1.660 0.00 0.00 0.01
H 0.673 3.290 0.063 0.02 0.01 0.00
```
Forces are in eV/Å.

=====

The lowest energy relative to the best compared isomer or geometry (same formula, charge and spin) belongs to which entry? C25H23N5O2PtS

=====

Which of these has the lowest energy relative to the best compared isomer or geometry (same formula, charge and spin)? C25H23N5O2PtS

=====

Which of these has the lowest total energy? C25H23MnN3O9S3